# 1
{
  "formula": "C3H10NS",
  "method": "ωB97M-V with the def2-TZVPD basis set",
  "fmax_ev_per_a": 1.876,
  "orbital_gap_ev": 6.0,
  "e_homo_ev": -2.2,
  "molar_mass_g_mol": 92.19,
  "charge": -1,
  "e_lumo_ev": 3.79,
  "symbols": ["C", "S", "H", "H", "H", "C", "N", "C", "H", "H", "H", "H", "H", "H", "H"],
  "positions_angstrom": [[-1.95160, 1.82263, -0.23011], [-3.07914, 0.61115, 0.56181], [-0.97254, 1.40882, -0.53601], [-2.32485, 2.10592, -1.23405], [-1.87766, 2.78548, 0.26879], [0.67808, -0.65328, 1.24748], [0.63522, -1.48408, 0.05526], [1.61944, -1.02798, -0.95512], [1.21106, -1.10497, 2.08707], [1.14817, 0.33484, 1.19627], [-0.35000, -0.47783, 1.59692], [-0.29661, -1.38766, -0.32880], [2.52855, -0.64791, -0.50110], [1.16455, -0.35642, -1.70964], [1.86734, -1.92870, -1.51878]],
  "atomic_forces_ev_per_a": [[-0.38, -0.24, -1.54], [0.42, 0.13, -0.02], [0.03, 0.16, 0.81], [-0.31, -0.08, 0.24], [0.39, -0.06, 0.48], [-0.77, 0.24, 1.26], [0.85, 1.02, -0.05], [-1.22, -1.29, -0.60], [0.11, -0.54, -0.07], [-0.09, 0.12, -0.77], [0.19, 0.02, -0.08], [-0.04, -0.01, -0.04], [-0.08, 0.24, 0.04], [0.44, 0.27, 0.57], [0.45, 0.02, -0.22]]
}

# 2
{
  "formula": "C3H10NS",
  "method": "ωB97M-V with the def2-TZVPD basis set",
  "fmax_ev_per_a": 3.314,
  "orbital_gap_ev": 6.5,
  "e_homo_ev": -2.5,
  "molar_mass_g_mol": 92.19,
  "charge": -1,
  "e_lumo_ev": 4.01,
  "symbols": ["C", "S", "H", "H", "H", "C", "C", "N", "H", "H", "H", "H", "H", "H", "H"],
  "positions_angstrom": [[-2.86955, -0.71685, -0.31734], [-1.12937, -1.39628, -0.13617], [-2.79481, 0.20365, -0.90800], [-3.51592, -1.41828, -0.91259], [-3.34932, -0.57275, 0.69517], [2.49444, 1.96825, -0.37722], [1.56857, 0.81317, -0.16195], [1.18434, 0.55503, 1.18726], [1.95559, 2.91554, -0.07470], [3.29952, 2.05258, 0.44587], [3.00987, 2.05120, -1.40199], [0.58885, 0.88310, -0.70168], [2.08955, -0.16708, -0.58943], [0.14091, 0.57744, 1.36730], [1.19449, -0.45763, 1.08688]],
  "atomic_forces_ev_per_a": [[0.10, -0.87, 0.13], [-0.91, 0.10, -0.02], [-0.31, 0.06, 0.43], [0.50, 0.49, 0.58], [0.42, 0.12, -1.13], [1.37, 2.31, 1.18], [-0.41, -1.75, -2.79], [-0.79, -1.46, 1.89], [0.25, -0.61, -1.02], [-0.76, -0.85, -1.29], [-1.05, -0.11, 1.48], [1.12, 0.16, -0.48], [-0.98, 1.95, 0.66], [1.36, 0.66, -0.88], [0.09, -0.22, 1.25]]
}